1.
{"formula": "C5H14N5", "method": "wB97M-V/def2-TZVPD", "energy_ev": -12849.6542, "smiles": "C=NN(CC)N(C)/N=[NH+]/C", "lumo_energy_ev": [-4.216, -4.216], "charge": 1, "homo_ev": [-12.5, -12.5], "multiplicity": 1, "elements": ["C", "C", "C", "C", "C", "N", "N", "N", "N", "N", "H", "H", "H", "H", "H", "H", "H", "H", "H", "H", "H", "H", "H", "H"], "positions_angstrom": [[2.949, -0.186, 1.112], [-0.224, 2.081, -0.353], [-3.375, -0.797, 0.366], [2.464, 0.462, -0.184], [0.065, -1.954, -1.038], [-0.135, 0.650, -0.189], [1.073, 0.014, -0.447], [1.066, -1.245, -0.768], [-2.335, 0.140, 0.093], [-1.058, -0.179, 0.127], [2.507, -1.228, 1.052], [3.961, -0.316, 1.080], [2.743, 0.383, 2.068], [-0.627, 2.280, -1.339], [0.625, 2.501, -0.051], [-1.003, 2.568, 0.274], [-3.274, -1.662, -0.285], [-3.326, -1.290, 1.348], [-4.283, -0.243, 0.353], [3.128, 0.135, -0.872], [2.363, 1.645, -0.111], [0.404, -2.904, -1.312], [-0.987, -1.836, -0.744], [-2.722, 0.981, -0.180]]}

***

2.
{"formula": "C5H14N6", "method": "wB97M-V/def2-TZVPD", "energy_ev": -14332.9310, "smiles": "CCC(=[N+]=N)C(N)(N)C(N)=[NH2+]", "lumo_energy_ev": -9.169, "charge": 2, "homo_ev": -18.1, "multiplicity": 1, "elements": ["C", "C", "C", "C", "C", "N", "N", "N", "N", "N", "N", "H", "H", "H", "H", "H", "H", "H", "H", "H", "H", "H", "H", "H", "H"], "positions_angstrom": [[-0.138, 1.185, -1.348], [-0.879, 0.393, -0.233], [1.256, -2.201, 1.386], [1.316, -0.980, 0.426], [0.320, -0.006, 0.795], [0.586, 1.352, 2.799], [0.520, 0.731, 1.780], [0.394, 0.669, -2.411], [-1.642, -0.716, -0.699], [-0.113, 2.472, -1.086], [-1.742, 1.306, 0.450], [1.972, -2.986, 1.020], [1.606, -1.981, 2.392], [0.415, -2.844, 1.397], [1.204, -1.417, -0.542], [2.299, -0.714, 0.403], [0.936, 2.320, 2.956], [0.552, -0.291, -2.617], [0.722, 1.341, -3.080], [-1.142, -1.566, -1.045], [-2.417, -0.896, -0.139], [-0.516, 2.661, -0.141], [0.431, 3.231, -1.501], [-2.435, 0.896, 0.937], [-2.137, 1.932, -0.306]]}

***

3.
{"formula": "C5H14NO", "method": "wB97M-V/def2-TZVPD", "energy_ev": -8948.5287, "lumo_energy_ev": 3.927, "charge": -1, "homo_ev": -2.3, "multiplicity": 1, "elements": ["C", "O", "C", "H", "H", "H", "H", "H", "C", "C", "N", "C", "H", "H", "H", "H", "H", "H", "H", "H", "H"], "positions_angstrom": [[-1.678, 1.348, -0.788], [-1.499, 0.153, -1.396], [-2.497, 1.229, 0.486], [-2.092, 2.160, -1.450], [-0.704, 1.826, -0.458], [-2.799, 2.198, 0.913], [-1.873, 0.663, 1.177], [-3.424, 0.671, 0.310], [1.048, -1.621, -1.550], [0.926, -0.562, -0.449], [1.658, -1.054, 0.721], [1.526, -0.157, 1.849], [0.339, -1.357, -2.332], [0.905, -2.623, -1.121], [2.028, -1.681, -2.043], [-0.124, -0.615, -0.176], [1.230, 0.414, -0.829], [2.635, -1.278, 0.567], [2.127, -0.401, 2.730], [1.803, 0.898, 1.684], [0.465, -0.209, 2.154]]}

***

Energy relative to the best compared isomer or geometry (same formula, charge and spin) for the records above, in order: 133.18, 78.38, 25.97 kcal/mol